# C18H18Br4N2O5

A molecular structure, C18H18Br4N2O5 at a distorted geometry (the ωB97M-V functional and the def2-TZVPD basis, OMol25).

Frontier orbital gap = 8.8 eV
E_tot = -11478.56043 Eh

ORCA input file:
```
! wB97M-V def2-TZVPD RIJCOSX def2/J DEFGRID3
* xyz 0 1
C -1.7300 0.8442 -2.2319
C -0.9029 1.0073 -1.0003
C -1.0402 0.1639 0.0658
C -1.9310 -0.9727 0.0454
O -2.5674 -1.4236 -0.8789
O -1.9880 -1.5675 1.2895
C -2.8797 -2.6372 1.4436
C -4.0078 -2.1967 2.3572
Br -4.9745 -0.7032 1.5724
Br -3.2675 -1.6083 4.0524
Br -5.2298 -3.6719 2.6712
H -3.2778 -2.9379 0.4628
H -2.3416 -3.4777 1.8990
C -0.2794 0.3773 1.3552
N 0.5177 1.5810 1.2574
C 0.7521 2.3357 0.1762
O 1.5402 3.2583 0.1912
N -0.0103 2.0440 -0.9722
C 0.2118 2.9384 -2.0976
H 0.8751 3.7148 -1.7079
C 0.8789 2.2894 -3.3210
C 1.8923 1.2042 -2.9502
C 2.8504 1.6357 -1.8611
O 3.1532 0.9419 -0.9257
O 3.3341 2.8563 -2.0560
H 3.8545 3.1434 -1.2889
H 1.3916 0.2956 -2.6109
H 2.4853 0.9519 -3.8320
H 1.3870 3.0836 -3.8684
H 0.1354 1.8490 -3.9856
H -0.7258 3.4185 -2.3898
H 1.1139 1.7871 2.0461
C 0.6070 -0.8092 1.6867
C 1.5331 -1.2649 0.7576
C 2.3458 -2.3454 1.0466
C 2.2214 -2.9720 2.2744
C 1.3133 -2.5264 3.2195
C 0.5129 -1.4389 2.9208
H -0.1976 -1.0874 3.6543
H 1.2337 -3.0196 4.1760
Br 3.3226 -4.4743 2.6750
H 3.0685 -2.6932 0.3254
H 1.6432 -0.7596 -0.1886
H -0.9959 0.5100 2.1821
H -1.9238 1.7971 -2.7125
H -1.2278 0.1862 -2.9393
H -2.6763 0.3728 -1.9852
*
```

Table of Löwdin atomic charges, one value per atom, all in e:
1 C 0.01
2 C -0.15
3 C -0.03
4 C -0.43
5 O 0.08
6 O -0.11
7 C -0.38
8 C -1.60
9 Br 0.68
10 Br 0.67
11 Br 0.65
12 H 0.12
13 H 0.13
14 C -0.19
15 N 0.17
16 C -0.49
17 O 0.07
18 N 0.05
19 C -0.13
20 H 0.12
21 C -0.15
22 C -0.08
23 C -0.55
24 O 0.10
25 O 0.12
26 H 0.14
27 H 0.12
28 H 0.13
29 H 0.12
30 H 0.10
31 H 0.12
32 H 0.17
33 C -0.18
34 C -0.01
35 C -0.11
36 C -0.68
37 C -0.12
38 C -0.04
39 H 0.09
40 H 0.10
41 Br 0.72
42 H 0.10
43 H 0.10
44 H 0.15
45 H 0.08
46 H 0.11
47 H 0.09